DFT (the ωB97M-V functional and the def2-TZVPD basis) results for C34H47N5O2P2Pt as an isolated structure.

Cartesian coordinates (Å):
Pt1 -0.31 -0.64 0.78
P1 1.00 1.35 0.74
P2 -0.24 -0.50 -1.66
O1 -1.92 -1.84 0.54
O2 -1.00 0.48 4.64
N1 -1.82 0.69 1.19
N2 -0.22 -0.58 2.78
N3 -0.68 1.86 -2.94
N4 0.60 3.39 -0.98
N5 0.82 -2.32 1.13
C1 -3.33 -2.09 2.50
C2 -1.82 -1.08 -2.30
C3 1.68 -2.38 -2.77
C4 -3.59 -3.44 0.41
C5 -1.07 3.83 -4.24
C6 -1.69 -3.88 1.96
C7 -2.59 -2.80 1.37
C8 2.46 -4.41 1.82
C9 1.10 -3.27 0.25
C10 1.92 -4.33 0.55
C11 2.85 1.25 0.98
C12 -0.55 3.20 -3.09
C13 -2.66 1.21 0.29
C14 -1.95 0.98 2.50
C15 0.76 -1.43 3.42
C16 -0.29 5.96 -3.37
C17 3.36 -0.14 0.65
C18 -0.93 5.18 -4.37
C19 -3.80 2.41 2.02
C20 -1.01 0.28 3.45
C21 1.07 -0.99 -2.97
C22 0.47 2.70 1.83
C23 0.48 2.08 -0.87
C24 0.23 5.37 -2.25
C25 0.11 3.97 -2.09
C26 3.14 1.54 2.47
C27 0.35 -0.97 -4.32
C28 -0.18 1.31 -1.86
C29 1.27 -2.42 2.41
C30 2.21 0.04 -3.01
C31 3.52 2.31 0.11
C32 2.12 -3.46 2.76
C33 -3.66 2.08 0.67
C34 -2.94 1.84 2.94
H1 0.93 -3.17 -2.78
H2 1.86 1.03 -3.29
H3 4.18 1.28 2.66
H4 2.75 0.11 -2.07
H5 -1.75 -2.14 -2.55
H6 2.52 0.93 3.14
H7 -1.32 5.68 -5.25
H8 2.47 -3.52 3.78
H9 -0.17 -0.03 -4.51
H10 -4.33 2.49 -0.08
H11 -2.53 0.91 -0.74
H12 1.11 -1.09 -5.10
H13 0.61 -3.18 -0.71
H14 0.29 -1.96 4.25
H15 -2.30 -4.62 2.46
H16 0.55 2.43 2.88
H17 -1.56 3.23 -4.99
H18 -4.20 -4.18 0.93
H19 -4.02 -1.35 2.10
H20 -0.54 3.02 1.59
H21 0.72 5.94 -1.48
H22 3.00 2.58 2.73
H23 -3.06 -3.95 -0.40
H24 -3.01 2.03 4.00
H25 3.00 -0.88 1.37
H26 -1.12 -4.40 1.17
H27 1.59 -0.86 3.85
H28 -0.21 7.03 -3.51
H29 -0.99 -3.48 2.70
H30 3.43 2.08 -0.95
H31 1.15 3.53 1.62
H32 -3.91 -2.80 3.09
H33 2.27 -2.44 -1.85
H34 3.12 -5.23 2.09
H35 3.08 -0.49 -0.34
H36 2.35 -2.57 -3.60
H37 2.13 -5.08 -0.20
H38 -2.64 -1.60 3.19
H39 -4.57 3.09 2.34
H40 3.11 3.31 0.27
H41 -2.58 -0.98 -1.53
H42 -0.35 -1.80 -4.43
H43 4.45 -0.14 0.71
H44 2.92 -0.28 -3.77
H45 -2.08 -0.51 -3.20
H46 -4.25 -2.69 -0.01
H47 4.59 2.35 0.35

Calculated values
* net charge: +2
* Kohn-Sham gap: 0.2957 Eh
* HOMO: -14.200 eV
* largest force on an atom: 0.90 eV Å⁻¹